# 1
# C16H20I2NOSiZn

A molecular structure, C16H20I2NOSiZn (ωB97M-V/def2-TZVPD, the Open Molecules 2025 dataset).

Properties
E ... -3415.71038 Ha
Total charge ... +1
LUMO ... -4.39 eV
Highest occupied orbital energy ... -0.39114 hartree
Maximum force ... 0.85 eV/A

```
42
C16H20I2NOSiZn (ωB97M-V/def2-TZVPD)
Zn -0.4446 -1.3337 -0.2684
I -3.2287 -1.6838 -1.1451
C -2.7556 -3.6235 -1.8416
I -0.6559 -3.7801 -1.9454
H -3.1737 -3.7454 -2.8328
H -3.1308 -4.3563 -1.1409
C 3.5025 -1.5890 1.4809
Si 2.7943 -1.4510 -0.2285
C 3.9407 -0.6582 -1.4569
C 2.4645 -3.1923 -0.8093
N 1.2631 -0.5631 -0.2393
C 1.1997 0.7767 0.1983
C 2.3097 1.5231 0.6121
C 2.2033 2.8545 0.9823
C 0.9725 3.4915 0.9801
C -0.1536 2.7761 0.6044
C -0.0189 1.4582 0.2263
O -1.1338 0.6836 -0.1755
C -2.4162 1.1335 0.1637
C -3.2534 1.5331 -0.8594
C -4.5590 1.9038 -0.5489
C -4.9947 1.8790 0.7686
C -4.1247 1.4919 1.7827
C -2.8244 1.1136 1.4845
H 4.3444 -2.2889 1.4727
H 2.7504 -1.9831 2.1706
H 3.8651 -0.6440 1.8895
H 4.7519 -1.3467 -1.7151
H 4.3988 0.2630 -1.0946
H 3.3920 -0.4233 -2.3727
H 3.3992 -3.7576 -0.7425
H 2.1561 -3.2189 -1.8604
H 1.7364 -3.7211 -0.1868
H 3.2828 1.0501 0.6328
H 3.0937 3.3940 1.2784
H 0.8816 4.5297 1.2676
H -1.1293 3.2464 0.5985
H -2.8758 1.5785 -1.8740
H -5.2278 2.2151 -1.3410
H -6.0096 2.1683 1.0093
H -4.4599 1.4808 2.8118
H -2.1320 0.8158 2.2638
```

---

# 2
# C19H32IN6O4

2 unconnected molecules or ions with the total composition C19H32IN6O4 at a distorted geometry (ωB97M-V/def2-TZVPD, the Open Molecules 2025 dataset).

Properties
E ... -1670.15265 Ha
Total charge ... +1
LUMO ... -3.24 eV
Highest occupied orbital energy ... -0.46715 hartree
Maximum force ... 1.07 eV/A

```
62
C19H32IN6O4 (ωB97M-V/def2-TZVPD)
C 2.7241 3.2950 -0.1124
C 1.6100 4.3378 -0.2502
C 0.7561 4.0984 -1.5068
C -0.7445 4.3505 -1.3308
N -1.2934 3.7140 -0.1290
C -1.4905 2.4299 0.0234
N -1.2143 1.5223 -0.9434
C -0.4313 0.3322 -0.5969
I -1.2420 -1.2832 -1.7685
C -0.4093 0.1697 0.9260
C 0.0735 -1.1793 1.4627
C 1.5608 -1.4385 1.1839
C 1.9085 -2.3930 0.0650
O 2.9432 -2.3396 -0.5407
O 0.9799 -3.3613 -0.1590
C -1.7124 0.6001 1.5932
N -2.8322 -0.2889 1.2477
C -3.3631 -0.9628 2.1244
O -3.9342 -1.5923 2.9120
N -2.0221 1.9799 1.2121
N -3.3045 2.4765 1.4818
C -4.3664 2.1878 0.5087
C -3.5648 2.6474 2.8440
C -4.9322 3.1590 3.1921
O -2.7047 2.4087 3.6573
H 3.2261 3.1422 -1.0699
H 3.4541 3.5805 0.6448
H 2.2985 2.3279 0.1860
H 0.9917 4.3207 0.6519
H 2.0619 5.3318 -0.3042
H 1.0814 4.7866 -2.2938
H 0.9351 3.0940 -1.9104
H -0.9507 5.4193 -1.2626
H -1.2953 3.9995 -2.2108
H -1.5607 4.3019 0.6495
H -1.0020 1.9110 -1.8539
H 0.5920 0.4541 -0.9547
H 0.3368 0.9011 1.2805
H -0.5532 -2.0066 1.1269
H -0.0471 -1.1119 2.5497
H 2.0887 -0.5075 0.9596
H 2.0416 -1.8541 2.0758
H 0.8190 -3.3791 -1.1168
H -1.5474 0.5957 2.6711
H -4.7065 3.0995 0.0114
H -5.2230 1.7098 0.9861
H -3.9905 1.4936 -0.2434
H -4.8477 3.7057 4.1294
H -5.6233 2.3227 3.3363
H -5.3450 3.8091 2.4211
C 4.3790 -7.5533 -2.4993
C 4.3871 -6.0339 -2.3866
C 3.1020 -5.4758 -1.7631
C 1.9182 -5.8005 -2.5581
N 0.9865 -6.0542 -3.1748
H 3.5752 -7.8976 -3.1513
H 5.3193 -7.9131 -2.9152
H 4.2449 -8.0194 -1.5214
H 4.5273 -5.5916 -3.3745
H 5.2283 -5.7133 -1.7704
H 3.1444 -4.3890 -1.6839
H 2.9591 -5.8763 -0.7575
```

---

The lowest highest occupied orbital energy belongs to which entry? C19H32IN6O4